(1)
44
Properties=species:S:1:pos:R:3:forces:R:3:mulliken_charge:R:1 method="wB97M-V/def2-TZVPD" spin_multiplicity=2 gap_ha="0.293 / 0.302" total_charge=+1 mol_weight_g_mol=412.18 homo_ha="-0.459 / -0.460"
Fe 1.132301 -0.842095 0.254150 0.729 0.023 0.283 0.79
O 3.928793 -2.707505 1.394492 -0.068 0.026 -0.014 -0.57
S 3.441915 -1.400421 1.136668 0.189 -0.103 0.185 1.19
O 4.304980 -0.279525 1.302359 -0.084 0.068 -0.052 -0.60
O 2.758588 -1.347720 -0.298225 -0.287 0.092 -0.541 -0.54
O 2.066028 -1.138825 1.827129 -0.183 -0.294 0.168 -0.48
C -4.195715 -0.171369 -2.119115 0.040 -0.019 0.014 -1.13
C -4.037132 -0.689116 -0.711710 -0.045 0.014 0.024 -0.25
O -2.687193 -1.215514 -0.506963 0.043 -0.125 -0.032 -0.20
P -1.535014 -0.263164 0.012010 -0.066 0.215 -0.375 -0.03
O -0.349940 -0.457789 -1.186845 0.054 -0.329 0.283 -0.01
C -0.513426 -1.420332 -2.300812 -0.040 0.015 -0.108 -0.02
C 0.841502 -1.769447 -2.860733 -0.066 0.113 0.026 -1.28
O -0.637441 -1.318081 0.979412 -0.068 0.134 0.035 -0.27
C -0.919330 -1.469959 2.420108 -0.039 0.068 0.063 -0.30
C -2.211553 -2.213454 2.639700 0.024 -0.021 -0.043 -1.20
H -5.217225 0.179050 -2.264929 -0.002 0.000 -0.006 0.41
H -3.995111 -0.956244 -2.847716 -0.011 -0.005 0.005 0.29
H -3.521413 0.666892 -2.306038 -0.016 0.010 -0.002 0.28
H -4.693203 -1.530714 -0.507072 0.003 -0.006 0.001 0.32
H -4.227906 0.088893 0.030028 0.019 0.007 0.001 0.39
H -1.133103 -0.916168 -3.039927 -0.040 -0.013 0.018 0.26
H -1.042604 -2.295795 -1.930929 0.032 0.004 0.021 0.37
H 1.372847 -0.881318 -3.203654 -0.005 -0.005 -0.008 0.31
H 0.695262 -2.423807 -3.720007 0.028 -0.026 0.006 0.42
H 1.466087 -2.290080 -2.135908 0.004 -0.046 -0.032 0.28
H -0.932481 -0.471126 2.859381 -0.015 0.008 -0.014 0.30
H -0.058654 -2.009909 2.803483 0.017 0.014 -0.018 0.34
H -3.080119 -1.643139 2.309765 0.009 0.015 0.012 0.29
H -2.317501 -2.403148 3.707612 -0.025 -0.005 0.001 0.44
H -2.201299 -3.170498 2.119622 0.004 -0.004 0.017 0.31
N 2.722149 4.937909 0.557171 -0.007 -0.027 0.005 -0.43
C 2.311269 3.663020 0.500678 -0.007 -0.017 0.025 1.16
C 2.156823 2.995685 -0.730223 0.014 0.041 -0.004 -0.74
C 1.743574 1.696773 -0.742481 -0.031 -0.074 -0.035 -0.45
N 1.471584 1.008155 0.383780 -0.170 0.247 0.224 0.59
C 1.622417 1.632063 1.573953 0.045 -0.062 -0.095 -0.43
C 2.010356 2.935027 1.668380 0.024 0.075 -0.006 -0.85
H 2.999158 5.428030 -0.274703 0.004 0.014 0.009 0.20
H 2.891857 5.385128 1.440583 0.005 0.014 -0.008 0.20
H 2.377175 3.496565 -1.662491 -0.004 -0.017 -0.008 0.37
H 1.630756 1.157068 -1.672023 0.003 0.021 -0.004 0.40
H 1.444511 1.038993 2.457427 -0.006 -0.034 -0.017 0.52
H 2.117439 3.387027 2.644623 -0.004 -0.006 -0.002 0.34

(2)
49
Properties=species:S:1:pos:R:3:forces:R:3:mulliken_charge:R:1 method="wB97M-V/def2-TZVPD" spin_multiplicity=1 gap_ha=0.210 total_charge=+1 smiles=Oc1cccc2ccc[n+](C[C@@H](O)Cn3c4ccccc4c4ccccc43)c12 mol_weight_g_mol=369.44 homo_ha=-0.375 e_above_lowest_kj_mol=315.1
O -0.879291 2.959734 0.953502 1.266 -0.773 -0.302 -0.43
C -2.117493 2.855896 1.444870 -0.927 -0.332 -1.500 1.12
C -2.555289 3.891742 2.191677 -0.231 0.548 0.653 -0.75
C -3.899631 4.004107 2.377443 -2.886 1.215 1.140 -0.41
C -4.833291 3.175886 1.785131 0.660 -0.779 1.178 -1.07
C -4.442214 1.981741 1.116072 -0.510 2.123 0.989 0.43
C -5.363964 1.055781 0.587086 -1.579 -0.495 -0.008 -0.38
C -4.981234 0.115326 -0.328428 -2.364 1.466 0.574 -0.87
C -3.661089 0.135269 -0.607115 2.260 -3.237 -2.273 0.31
N -2.747035 0.850765 0.015080 1.183 0.427 -0.642 0.39
C -1.319513 0.623573 -0.411843 -1.926 -3.148 -2.606 -2.46
C -0.673119 -0.533966 0.307088 1.762 -0.308 0.522 1.03
O -0.717389 -1.747701 -0.354613 0.900 -1.305 -0.982 -0.67
C 0.821263 -0.326785 0.726576 -0.573 0.340 -0.064 -1.42
N 1.796990 -0.965521 -0.137935 -1.048 0.541 1.047 0.28
C 2.211710 -2.281146 0.009750 0.569 -2.856 1.835 0.61
C 1.877894 -3.355492 0.924635 0.622 0.015 1.235 -0.18
C 2.734019 -4.482930 1.151800 -0.905 0.986 -1.270 -0.76
C 3.907133 -4.611986 0.393317 -0.104 0.355 -1.306 -0.36
C 4.198548 -3.689167 -0.642394 -1.154 1.008 0.868 -0.89
C 3.287524 -2.519566 -0.815896 2.789 -2.279 0.564 0.09
C 3.525660 -1.283032 -1.490003 1.936 -2.091 -0.541 1.11
C 4.519204 -0.966050 -2.365948 1.866 2.443 -2.622 -0.81
C 4.438317 0.317374 -2.959504 -0.151 0.117 -1.017 -0.55
C 3.373377 1.221631 -2.743546 1.341 -1.425 1.377 -0.90
C 2.524186 0.878544 -1.740000 -1.197 0.252 0.871 -0.35
C 2.635945 -0.358392 -1.092379 -2.468 1.510 0.219 0.11
C -3.084203 1.882473 0.890859 2.038 -0.615 -0.432 0.52
H -0.560774 3.829165 1.203721 0.410 0.136 0.018 0.31
H -2.041264 4.785583 2.606511 0.683 -1.264 -0.602 0.24
H -4.144062 4.869571 3.061725 -0.564 -1.136 -1.132 0.30
H -5.867555 3.232581 1.957516 -1.181 0.658 0.368 0.43
H -6.457533 1.012777 0.811511 1.096 0.867 0.222 0.34
H -5.808770 -0.361823 -0.878380 1.164 -0.432 0.248 0.38
H -3.279695 -0.644654 -1.360598 -0.201 1.512 1.201 0.34
H -1.274885 0.460465 -1.529955 -0.524 -0.196 1.126 0.28
H -0.894258 1.512807 -0.326294 2.250 3.347 0.871 1.11
H -1.198889 -0.635655 1.231182 -0.590 -0.077 0.938 0.51
H 0.240055 -2.109002 -0.446571 -2.457 0.810 -0.099 0.40
H 0.991363 0.711056 0.851844 0.598 1.290 -0.603 0.65
H 0.865995 -0.596430 1.774554 0.520 -1.076 0.056 0.36
H 1.092277 -3.238128 1.663137 -0.351 0.082 -0.303 0.32
H 2.511208 -5.378747 1.789124 -0.266 1.526 -0.266 0.33
H 4.466627 -5.532477 0.617373 0.270 0.768 -0.525 0.33
H 5.158309 -3.754470 -1.207385 -1.107 0.082 0.367 0.30
H 5.406672 -1.571240 -2.677407 -1.215 0.188 0.584 0.32
H 5.103827 0.697544 -3.725358 0.628 -0.667 0.153 0.34
H 3.307251 2.235079 -3.087083 0.264 0.058 -0.748 0.39
H 1.807086 1.647890 -1.514450 -0.597 -0.179 0.620 0.30